# 1
This record from the OMol25 dataset describes C7H11NO in the gas phase. The level of theory is ωB97M-V with the def2-TZVPD basis set.

```
20
C7H11NO ωB97M-V with the def2-TZVPD basis set
H 1.085 -3.253 0.870
N 0.950 -2.312 1.243
C 0.647 -1.431 0.401
C 0.536 -0.030 0.796
C -0.387 0.857 0.405
C -1.678 0.508 -0.269
C -0.190 2.283 0.651
C 0.980 2.889 0.512
C 0.519 -1.713 -1.102
O -0.715 -2.311 -1.447
H 1.342 0.309 1.432
H -1.723 -0.537 -0.560
H -2.500 0.715 0.417
H -1.828 1.128 -1.151
H -1.074 2.859 0.881
H 1.087 3.953 0.665
H 1.876 2.347 0.234
H 1.353 -2.368 -1.399
H 0.575 -0.790 -1.681
H -0.855 -3.101 -0.899
```

Calculated values
- E_LUMO: 0.01781 Eh
- HOMO energy: -8.9 eV
- Energy: -10973.0580 eV
- Total charge: 0
- 2S+1: 1
- SMILES: [H]/N=C(/C=C(\C)C=C)CO
- Frontier orbital gap: 0.3448 hartree

natural (NBO) atomic charge list, values in e, 2 entries:
1 H 0.3281
2 N -0.6001

# 2
This record from the OMol25 dataset describes a molecular structure, C24H18Cl2IN2O2PtS. The level of theory is ωB97M-V with the def2-TZVPD basis set.

```
51
C24H18Cl2IN2O2PtS ωB97M-V with the def2-TZVPD basis set
Pt 0.686 0.169 0.192
C 0.203 3.348 0.367
C -0.822 2.780 -0.551
C -1.743 3.599 -1.231
C -2.675 3.036 -2.059
C -2.715 1.631 -2.210
C -3.655 0.966 -3.032
C -3.653 -0.403 -3.131
C -2.721 -1.161 -2.413
C -1.777 -0.550 -1.599
S -0.654 -1.513 -0.718
C -1.763 0.876 -1.497
N -0.842 1.474 -0.702
H 0.057 4.413 0.496
H 1.204 3.172 -0.036
H 0.144 2.852 1.340
H -1.695 4.663 -1.087
H -3.383 3.646 -2.592
H -4.373 1.556 -3.577
H -4.369 -0.904 -3.760
H -2.727 -2.236 -2.488
I 2.886 0.693 -1.055
Cl 5.729 -1.626 2.858
C 5.645 -0.157 1.954
C 6.616 0.131 1.003
C 6.527 1.309 0.278
C 5.470 2.183 0.479
C 4.496 1.880 1.419
Cl 3.129 2.918 1.595
C 4.587 0.730 2.192
N 3.570 0.383 3.088
C 3.101 1.160 4.113
C 3.837 2.275 4.575
C 3.321 3.095 5.555
C 2.064 2.835 6.093
C 1.345 1.729 5.671
C 1.844 0.861 4.715
C 1.074 -0.351 4.302
C 0.843 -0.319 2.801
O 1.695 -0.875 2.077
O -0.101 0.338 2.324
H 7.427 -0.560 0.843
H 7.280 1.545 -0.457
H 5.380 3.086 -0.100
H 3.030 -0.424 2.796
H 4.808 2.460 4.146
H 3.890 3.939 5.909
H 1.654 3.486 6.848
H 0.375 1.532 6.105
H 0.123 -0.382 4.834
H 1.639 -1.262 4.530
```

Calculated values
- E_LUMO (alpha / beta): -0.11032 / -0.21704 Eh
- HOMO energy (alpha / beta): -10.4 / -10.8 eV
- Energy: -79477.0516 eV
- Total charge: +1
- 2S+1: 5
- Frontier orbital gap (alpha / beta): 0.2734 / 0.1784 hartree

natural (NBO) atomic charge list, values in e, 2 entries:
1 Pt 0.9322
2 C -0.6814

In kcal/mol, the energy relative to the best compared isomer or geometry (same formula, charge and spin) values for the records above are, in order, 51.2; 0.0.